<1>
Below is a cluster of 7 separate species, H14O7 in total, with properties calculated with ωB97M-V with the def2-TZVPD basis set.

Values from the calculation:
HOMO-LUMO gap	10.3956	eV
total charge	0
SMILES	O.O.O.O.O.O.O

Cartesian coordinates (Å):
1 O -0.54 -0.33 -0.41
2 H 0.01 -0.41 -1.27
3 H -0.89 0.57 -0.48
4 O -1.67 2.86 -2.18
5 H -2.49 2.91 -1.80
6 H -1.29 3.78 -2.18
7 O 3.36 -1.75 0.40
8 H 3.85 -2.53 0.40
9 H 3.68 -1.12 -0.26
10 O -1.60 1.39 3.02
11 H -2.35 0.94 2.61
12 H -1.47 2.26 2.80
13 O 3.54 1.08 0.91
14 H 3.01 1.92 1.07
15 H 4.40 1.35 0.58
16 O -4.46 -2.28 0.20
17 H -4.72 -2.68 -0.58
18 H -4.73 -2.85 0.94
19 O 1.33 -1.26 -1.78
20 H 1.52 -0.42 -2.18
21 H 1.71 -1.33 -0.91

Partial charges, natural (NBO), in e:
1 O -0.971
2 H 0.472
3 H 0.455
4 O -0.937
5 H 0.465
6 H 0.472
7 O -0.945
8 H 0.473
9 H 0.477
10 O -0.953
11 H 0.485
12 H 0.467
13 O -0.943
14 H 0.479
15 H 0.466
16 O -0.932
17 H 0.464
18 H 0.468
19 O -0.939
20 H 0.467
21 H 0.510


<2>
Below is a cluster of 7 separate species, H14O7 in total, with properties calculated with ωB97M-V with the def2-TZVPD basis set.

Values from the calculation:
HOMO-LUMO gap	10.3342	eV
total charge	0
SMILES	O.O.O.O.O.O.O

Cartesian coordinates (Å):
1 O -16.70 21.18 13.10
2 H -17.56 21.01 13.59
3 H -16.39 20.27 12.86
4 O -16.40 20.86 7.88
5 H -15.51 20.62 7.64
6 H -16.62 20.50 8.71
7 O -19.83 22.37 9.03
8 H -19.92 22.86 8.22
9 H -20.56 21.78 9.03
10 O -16.01 23.32 9.65
11 H -16.55 22.55 9.84
12 H -16.65 23.84 9.15
13 O -15.19 23.33 12.45
14 H -15.73 22.62 12.70
15 H -15.49 23.69 11.64
16 O -17.48 21.13 10.41
17 H -18.27 21.60 10.14
18 H -17.42 21.27 11.37
19 O -19.02 18.87 10.38
20 H -19.45 18.63 9.57
21 H -18.53 19.65 10.12

Partial charges, natural (NBO), in e:
1 O -0.960
2 H 0.498
3 H 0.498
4 O -0.956
5 H 0.473
6 H 0.479
7 O -0.953
8 H 0.484
9 H 0.478
10 O -0.958
11 H 0.481
12 H 0.460
13 O -0.973
14 H 0.470
15 H 0.485
16 O -0.998
17 H 0.506
18 H 0.507
19 O -0.957
20 H 0.460
21 H 0.477


<3>
Below is a cluster of 7 separate species, H14O7 in total, with properties calculated with ωB97M-V with the def2-TZVPD basis set.

Values from the calculation:
HOMO-LUMO gap	10.4138	eV
total charge	0
SMILES	O.O.O.O.O.O.O

Cartesian coordinates (Å):
1 O 0.56 0.06 1.02
2 H 0.94 0.44 1.82
3 H 0.98 0.56 0.31
4 O 0.86 -1.21 5.43
5 H 1.19 -1.63 6.23
6 H -0.07 -1.04 5.62
7 O -1.78 -3.00 -1.39
8 H -2.28 -3.81 -1.24
9 H -0.89 -3.31 -1.58
10 O -3.01 -0.48 -1.17
11 H -3.21 0.35 -1.62
12 H -2.21 -0.29 -0.67
13 O 0.13 -0.37 -1.63
14 H 0.99 -0.80 -1.68
15 H -0.15 -0.29 -2.55
16 O 4.67 2.22 -1.71
17 H 3.85 1.72 -1.71
18 H 4.42 3.07 -2.10
19 O -1.49 2.63 -0.59
20 H -0.78 2.97 -0.04
21 H -2.24 3.20 -0.41

Partial charges, natural (NBO), in e:
1 O -0.933
2 H 0.464
3 H 0.467
4 O -0.936
5 H 0.468
6 H 0.469
7 O -0.921
8 H 0.463
9 H 0.459
10 O -0.945
11 H 0.456
12 H 0.487
13 O -0.939
14 H 0.464
15 H 0.477
16 O -0.934
17 H 0.465
18 H 0.468
19 O -0.936
20 H 0.469
21 H 0.468


<4>
Below is a cluster of 7 separate species, H14O7 in total, with properties calculated with ωB97M-V with the def2-TZVPD basis set.

Values from the calculation:
HOMO-LUMO gap	10.3374	eV
total charge	0
SMILES	O.O.O.O.O.O.O

Cartesian coordinates (Å):
1 O -0.81 -0.04 0.41
2 H 0.00 -0.56 0.43
3 H -0.54 0.80 0.02
4 O -2.08 0.96 -2.70
5 H -1.41 1.22 -3.34
6 H -1.58 0.77 -1.90
7 O -0.36 -2.60 1.84
8 H -0.08 -2.73 0.93
9 H 0.21 -3.20 2.34
10 O 2.39 1.34 3.39
11 H 3.19 1.49 2.87
12 H 2.38 2.07 4.02
13 O 0.32 -0.08 3.24
14 H 1.22 0.21 3.08
15 H -0.19 0.74 3.29
16 O 0.81 2.11 -2.43
17 H 0.46 2.70 -3.11
18 H 0.04 1.65 -2.09
19 O -1.02 -2.02 -3.41
20 H -1.59 -2.32 -2.69
21 H -1.34 -2.50 -4.18

Partial charges, natural (NBO), in e:
1 O -0.922
2 H 0.477
3 H 0.447
4 O -0.916
5 H 0.461
6 H 0.457
7 O -0.919
8 H 0.453
9 H 0.467
10 O -0.944
11 H 0.481
12 H 0.487
13 O -0.959
14 H 0.479
15 H 0.455
16 O -0.927
17 H 0.470
18 H 0.450
19 O -0.940
20 H 0.472
21 H 0.468


Relative to the most stable structure, the computed energies are <1> 32.1; <2> 0.0; <3> 17.4; <4> 24.8, all in kcal/mol.


<1>
Below is a cluster of 7 separate species, H14O7 in total, with properties calculated with ωB97M-V with the def2-TZVPD basis set.

Values from the calculation:
HOMO-LUMO gap	11.1135	eV
total charge	0
SMILES	O.O.O.O.O.O.O

Cartesian coordinates (Å):
1 O 0.13 -0.37 0.43
2 H -0.75 -0.24 0.07
3 H 0.72 -0.20 -0.32
4 O -4.76 -2.28 0.15
5 H -4.82 -3.21 0.39
6 H -5.35 -2.19 -0.60
7 O 1.51 -2.87 0.63
8 H 1.25 -2.24 -0.07
9 H 2.33 -3.25 0.31
10 O -1.94 3.48 -1.23
11 H -1.15 3.89 -1.60
12 H -1.76 2.54 -1.29
13 O -0.93 0.70 -1.70
14 H -0.56 -0.04 -2.21
15 H -0.21 0.96 -1.12
16 O 0.91 1.87 3.73
17 H 1.86 1.76 3.85
18 H 0.78 1.81 2.77
19 O 4.76 -0.42 -1.71
20 H 5.06 -0.98 -0.99
21 H 5.13 0.45 -1.50

Partial charges, natural (NBO), in e:
1 O -0.926
2 H 0.491
3 H 0.438
4 O -0.935
5 H 0.468
6 H 0.467
7 O -0.926
8 H 0.465
9 H 0.458
10 O -0.942
11 H 0.461
12 H 0.478
13 O -0.945
14 H 0.483
15 H 0.465
16 O -0.934
17 H 0.464
18 H 0.470
19 O -0.940
20 H 0.470
21 H 0.470


<2>
Below is a cluster of 7 separate species, H14O7 in total, with properties calculated with ωB97M-V with the def2-TZVPD basis set.

Values from the calculation:
HOMO-LUMO gap	10.0586	eV
total charge	0
SMILES	O.O.O.O.O.O.O

Cartesian coordinates (Å):
1 O 1.09 1.25 -1.11
2 H 0.55 1.85 -0.52
3 H 1.03 0.41 -0.70
4 O -2.96 -1.00 0.05
5 H -3.73 -1.50 -0.09
6 H -2.24 -1.58 -0.18
7 O -0.79 -2.28 -2.16
8 H -0.39 -1.94 -1.35
9 H -0.98 -1.52 -2.65
10 O 0.26 -1.00 0.27
11 H -0.07 -0.45 1.02
12 H 1.10 -1.31 0.57
13 O -0.39 3.03 0.47
14 H -0.33 2.34 1.13
15 H -0.64 3.75 1.03
16 O 3.49 -1.20 -1.01
17 H 4.00 -1.25 -0.20
18 H 3.64 -0.36 -1.41
19 O -0.64 0.76 2.03
20 H -1.59 0.83 1.95
21 H -0.41 1.17 2.85

Partial charges, natural (NBO), in e:
1 O -0.983
2 H 0.479
3 H 0.474
4 O -0.956
5 H 0.468
6 H 0.485
7 O -0.960
8 H 0.486
9 H 0.468
10 O -0.990
11 H 0.502
12 H 0.482
13 O -0.952
14 H 0.472
15 H 0.472
16 O -0.948
17 H 0.466
18 H 0.483
19 O -0.951
20 H 0.510
21 H 0.492


Relative to the most stable structure, the computed energies are <1> 21.4; <2> 0.0, all in kcal/mol.


<1>
Below is a cluster of 7 separate species, H14O7 in total, with properties calculated with ωB97M-V with the def2-TZVPD basis set.

Values from the calculation:
HOMO-LUMO gap	9.5903	eV
total charge	0
SMILES	O.O.O.O.O.O.O

Cartesian coordinates (Å):
1 O -0.12 0.08 -0.09
2 H 0.01 0.39 0.82
3 H -0.55 -0.78 -0.01
4 O 2.38 0.86 -1.22
5 H 2.08 1.74 -1.46
6 H 1.61 0.43 -0.84
7 O 1.51 3.33 0.53
8 H 1.29 4.21 0.85
9 H 1.45 2.75 1.30
10 O -0.68 -4.09 -2.01
11 H -0.82 -4.88 -1.47
12 H -0.44 -3.41 -1.37
13 O -1.36 0.86 -2.46
14 H -0.95 0.56 -1.63
15 H -2.31 0.81 -2.30
16 O -1.16 -2.58 0.59
17 H -2.11 -2.72 0.66
18 H -0.84 -2.65 1.50
19 O 0.54 1.67 2.54
20 H 0.10 2.46 2.88
21 H 0.36 0.98 3.19

Partial charges, natural (NBO), in e:
1 O -0.985
2 H 0.497
3 H 0.500
4 O -0.968
5 H 0.475
6 H 0.481
7 O -0.950
8 H 0.460
9 H 0.482
10 O -0.941
11 H 0.461
12 H 0.478
13 O -0.959
14 H 0.487
15 H 0.455
16 O -0.959
17 H 0.490
18 H 0.483
19 O -0.960
20 H 0.487
21 H 0.486


<2>
Below is a cluster of 7 separate species, H14O7 in total, with properties calculated with ωB97M-V with the def2-TZVPD basis set.

Values from the calculation:
HOMO-LUMO gap	10.5654	eV
total charge	0
SMILES	O.O.O.O.O.O.O

Cartesian coordinates (Å):
1 O -1.97 1.58 -1.15
2 H -2.40 2.01 -1.89
3 H -2.47 1.87 -0.38
4 O -0.43 -1.94 2.30
5 H -1.16 -1.95 2.93
6 H 0.36 -1.84 2.84
7 O 2.25 -1.41 -1.52
8 H 2.21 -0.87 -2.31
9 H 1.50 -1.11 -0.99
10 O 2.57 1.41 1.27
11 H 1.81 1.03 0.81
12 H 3.22 1.58 0.58
13 O 0.30 0.10 0.10
14 H 0.14 -0.54 0.81
15 H -0.53 0.57 -0.01
16 O -2.07 -3.13 0.19
17 H -2.57 -3.66 0.82
18 H -1.43 -2.64 0.73
19 O 0.31 3.31 -1.53
20 H 0.68 2.99 -2.35
21 H -0.33 2.64 -1.26

Partial charges, natural (NBO), in e:
1 O -0.961
2 H 0.495
3 H 0.483
4 O -0.971
5 H 0.487
6 H 0.497
7 O -0.954
8 H 0.461
9 H 0.485
10 O -0.969
11 H 0.488
12 H 0.466
13 O -0.980
14 H 0.495
15 H 0.496
16 O -0.947
17 H 0.461
18 H 0.481
19 O -0.955
20 H 0.463
21 H 0.479


Relative to the most stable structure, the computed energies are <1> 3.7; <2> 0.0, all in kcal/mol.